Molecular formula: C17H27F3N2O10PS
Method: DFT, ωB97M-V/def2-TZVPD

Output
- SMILES string = [H]/N=C/C[C@@H]1[C@H](CCCC(=O)O)[N+](CCCC(=O)O)=C(COC)[C@]1(P(=O)(O)O)S(=O)(=O)C(F)(F)F
- electronic energy (eV) = -69793.3177
- frontier orbital gap (eV) = 8.8
- HOMO energy (eV) = -13.150

ORCA input file:
```
! wB97M-V def2-TZVPD RIJCOSX def2/J DEFGRID3
* xyz 1 1
H 1.350 -5.094 1.941
N 1.006 -4.468 1.215
C 1.948 -3.828 0.678
C 1.609 -2.845 -0.419
C 1.208 -1.476 0.164
C -0.276 -1.063 0.029
C -1.191 -1.639 -1.061
C -2.339 -2.478 -0.473
C -3.643 -2.380 -1.289
C -4.720 -1.639 -0.525
O -4.842 -1.644 0.666
O -5.552 -0.965 -1.344
N -0.199 0.419 0.064
C -1.508 1.114 0.187
C -1.670 2.109 1.349
C -2.487 3.373 0.992
C -1.579 4.575 0.800
O -1.263 5.306 1.691
O -1.062 4.751 -0.450
C 0.987 0.912 -0.012
C 1.320 2.382 0.013
O 2.296 2.676 0.960
C 1.806 2.802 2.288
C 2.027 -0.180 -0.198
P 3.568 -0.120 0.852
O 4.540 0.888 0.466
O 2.888 -0.050 2.285
O 4.106 -1.613 0.758
S 2.740 -0.058 -1.909
O 3.747 -1.059 -2.043
O 3.013 1.309 -2.197
C 1.397 -0.483 -3.135
F 0.266 0.157 -2.806
F 1.175 -1.787 -3.197
F 1.825 -0.046 -4.305
H 2.995 -3.944 0.962
H 2.435 -2.775 -1.123
H 0.770 -3.295 -0.947
H 1.355 -1.561 1.242
H -0.729 -1.313 0.992
H -0.619 -2.223 -1.776
H -1.637 -0.815 -1.624
H -2.031 -3.520 -0.389
H -2.554 -2.142 0.543
H -3.490 -1.886 -2.247
H -4.018 -3.388 -1.469
H -6.035 -0.315 -0.814
H -2.227 0.312 0.338
H -1.740 1.549 -0.787
H -2.217 1.593 2.136
H -0.709 2.392 1.764
H -3.122 3.214 0.116
H -3.143 3.614 1.825
H -1.544 4.237 -1.107
H 0.431 3.001 0.130
H 1.745 2.608 -0.968
H 1.238 3.731 2.404
H 1.184 1.950 2.583
H 2.668 2.830 2.948
H 3.565 -0.107 2.977
H 4.936 -1.607 0.255
*
```

Charges per atom according to Mulliken partitioning, unit e: H 0.271; N -0.541; C -0.567; C -1.042; C -1.287; C -0.218; C -1.669; C -1.046; C -0.816; C 0.526; O -0.544; O -0.465; N -0.069; C -0.547; C -0.229; C -0.899; C 0.477; O -0.513; O -0.486; C -1.504; C -0.714; O -0.394; C -0.716; C 2.934; P 0.922; O -0.655; O -0.513; O -0.497; S 1.210; O -0.589; O -0.653; C 0.725; F -0.195; F -0.214; F -0.203; H 0.431; H 0.409; H 0.657; H 1.132; H 0.845; H 0.775; H 0.575; H 0.564; H 0.500; H 0.356; H 0.423; H 0.360; H 0.041; H 0.433; H 0.606; H -0.069; H 0.424; H 0.373; H 0.367; H 0.270; H 0.460; H 0.373; H 0.276; H 0.328; H 0.426; H 0.386

***

Molecular formula: C17H27FN2O4
Method: DFT, ωB97M-V/def2-TZVPD

Output
- SMILES string = C=CC[C@@H](C#N)[C@@H](C#N)[C@@H](C)F.CCOC(C)=O.CCOC(C)=O
- electronic energy (eV) = -31952.3546
- frontier orbital gap (eV) = 9.5
- energy above the lowest of the compared OMol25 structures with the same formula, charge and spin (kJ/mol) = 125.5
- HOMO energy (eV) = -9.215

ORCA input file:
```
! wB97M-V def2-TZVPD RIJCOSX def2/J DEFGRID3
* xyz 0 1
C 4.144 -1.763 -1.325
C 2.947 -1.481 -0.803
C 2.232 -0.168 -0.983
C 1.903 0.518 0.353
C 1.242 -0.459 1.237
N 0.739 -1.186 1.967
C 3.115 1.115 1.145
C 3.844 0.112 1.923
N 4.404 -0.648 2.578
C 4.060 1.985 0.296
C 5.195 1.298 -0.443
F 3.271 2.684 -0.623
H 4.881 -2.333 -0.770
H 4.424 -1.404 -2.312
H 2.426 -2.253 -0.242
H 1.262 -0.372 -1.458
H 2.767 0.476 -1.675
H 1.193 1.326 0.185
H 2.661 1.787 1.878
H 4.477 2.750 0.951
H 6.074 1.943 -0.412
H 5.476 0.341 -0.013
H 4.957 1.160 -1.496
C -2.455 -1.615 2.499
C -3.886 -1.614 2.002
O -4.173 -2.734 1.160
C -4.492 -3.953 1.640
C -4.354 -4.234 3.120
O -4.832 -4.806 0.869
H -2.241 -2.488 3.114
H -2.257 -0.722 3.093
H -1.762 -1.636 1.662
H -4.609 -1.558 2.818
H -4.058 -0.742 1.371
H -3.410 -4.750 3.284
H -5.170 -4.889 3.413
H -4.390 -3.351 3.752
C -1.553 3.389 -1.011
C -0.677 2.838 -2.118
O -0.912 1.447 -2.351
C -1.924 0.976 -3.117
C -3.000 1.922 -3.596
O -1.963 -0.197 -3.348
H -2.611 3.321 -1.262
H -1.312 4.435 -0.821
H -1.400 2.821 -0.092
H -0.775 3.404 -3.045
H 0.371 2.898 -1.823
H -3.860 1.827 -2.935
H -3.291 1.618 -4.598
H -2.697 2.965 -3.639
*
```

Charges per atom according to Mulliken partitioning, unit e: C -0.945; C -0.141; C -0.541; C 0.819; C -0.508; N -0.502; C 0.289; C -0.044; N -0.505; C -0.009; C -1.217; F -0.356; H 0.295; H 0.337; H 0.324; H 0.394; H 0.285; H 0.126; H 0.448; H 0.451; H 0.346; H 0.322; H 0.331; C -0.806; C -0.508; O -0.377; C 0.715; C -0.890; O -0.567; H 0.232; H 0.384; H 0.223; H 0.391; H 0.318; H 0.244; H 0.307; H 0.314; C -1.016; C -0.407; O -0.328; C 0.780; C -1.048; O -0.544; H 0.321; H 0.374; H 0.294; H 0.423; H 0.249; H 0.257; H 0.318; H 0.347